1.
34
Properties=species:S:1:pos:R:3 method="wB97M-V/def2-TZVPD" total_charge=-1 spin_multiplicity=4 e_lumo_ev="2.5 / 2.5" mol_weight_g_mol=271.19 relative_energy_ev=0.000 homo_energy_ev="-0.56 / -2.39"
C 0.34 -0.22 -2.11
C -0.85 -0.96 -2.39
C -0.57 -2.32 -2.08
C 0.85 -2.49 -1.94
C 1.40 -1.17 -1.81
Co 0.39 1.31 1.25
P -0.58 2.93 0.09
H 0.43 0.86 -2.09
H -1.82 -0.56 -2.70
H -1.29 -3.14 -2.15
H 2.41 -0.91 -1.49
H 1.39 -3.42 -1.80
H -1.87 3.20 0.67
H -0.96 2.75 -1.28
H 0.00 4.24 0.02
O 0.38 -0.47 2.01
C 0.26 -0.41 3.27
C 0.18 0.95 3.91
C -1.10 1.16 4.73
C -1.08 0.52 6.11
C -1.09 -1.00 6.06
C 0.17 -1.62 5.46
N 0.19 -1.55 3.99
H 1.06 1.03 4.56
H 0.24 1.73 3.10
H -1.23 2.25 4.83
H -1.96 0.81 4.16
H -0.20 0.87 6.68
H -1.96 0.86 6.65
H -1.18 -1.38 7.08
H -1.98 -1.36 5.51
H 1.06 -1.11 5.86
H 0.24 -2.67 5.74
H 0.51 -2.39 3.48

---

2.
14
Properties=species:S:1:pos:R:3 method="wB97M-V/def2-TZVPD" e_lumo_ev=1.2 mol_weight_g_mol=80.13 relative_energy_ev=1.793 homo_energy_ev=-9.90
C 2.87 -1.15 -0.51
C 1.89 -0.72 0.04
C 0.73 -0.14 0.73
C -0.26 0.52 -0.22
C -1.58 0.97 0.32
C -1.52 -0.20 -0.63
H 3.74 -1.54 -0.98
H 0.22 -0.93 1.30
H 1.08 0.60 1.46
H 0.21 1.15 -0.97
H -1.99 1.91 -0.04
H -1.80 0.77 1.37
H -1.70 -1.19 -0.22
H -1.89 -0.06 -1.64

---

3.
53
Properties=species:S:1:pos:R:3 method="wB97M-V/def2-TZVPD" spin_multiplicity=5 e_lumo_ev="0.2 / -2.1" mol_weight_g_mol=789.88 relative_energy_ev=0.000 homo_energy_ev="-7.74 / -7.95"
Os 0.90 -1.17 0.87
O -4.64 -2.33 -0.43
C -4.49 -0.97 -0.28
C -5.53 -0.08 -0.47
C -5.30 1.28 -0.30
C -4.05 1.73 0.08
C -3.02 0.83 0.28
C -3.22 -0.54 0.10
C -2.11 -1.55 0.29
O -1.05 -0.95 0.93
N -1.75 -2.19 -1.01
N -0.63 -1.99 -1.69
C -0.05 -0.83 -1.65
C 1.17 -0.57 -2.43
Br 2.05 -2.08 -3.13
C 1.64 0.67 -2.53
C 2.86 1.22 -3.14
C 3.48 2.27 -2.46
C 4.64 2.85 -2.96
C 5.19 2.39 -4.15
C 4.57 1.35 -4.83
C 3.42 0.77 -4.33
H -5.55 -2.52 -0.68
H -6.51 -0.45 -0.76
H -6.11 1.98 -0.45
H -3.87 2.79 0.21
H -2.03 1.17 0.58
H -2.48 -2.39 0.89
H -2.01 -3.17 -1.03
H -0.54 0.05 -1.25
H 1.03 1.42 -2.02
H 3.06 2.63 -1.54
H 5.12 3.65 -2.41
H 6.09 2.84 -4.54
H 4.98 1.00 -5.77
H 2.94 -0.03 -4.88
S 0.55 -3.45 1.00
S 2.25 -4.44 0.50
S 3.66 -3.28 1.32
S 3.16 -1.41 0.57
C -0.01 -1.64 4.74
C 0.15 -0.24 4.26
C -0.20 0.88 5.00
C 0.01 2.12 4.42
N 0.49 2.29 3.19
C 0.78 1.17 2.54
S 1.29 1.18 0.86
N 0.67 -0.07 3.04
H -0.33 -1.67 5.78
H 0.92 -2.19 4.63
H -0.76 -2.15 4.12
H -0.61 0.79 5.99
H -0.23 3.03 4.96

---

4.
27
Properties=species:S:1:pos:R:3 method="wB97M-V/def2-TZVPD" total_charge=+3 e_lumo_ev=-11.1 mol_weight_g_mol=283.05 relative_energy_ev=0.000 homo_energy_ev=-19.27
Na 0.73 -1.69 2.76
Na -2.43 -0.13 2.63
Na -3.77 -2.42 0.58
Na -0.42 1.24 -2.74
Na -0.61 -2.78 -1.88
C -0.54 -0.71 0.18
O -1.67 -1.38 0.32
O -0.08 -0.57 -1.03
O 0.07 -0.21 1.19
O 2.18 -1.58 -2.63
H 1.63 -1.62 -3.42
H 1.77 -0.96 -2.02
O -2.44 -0.74 -2.61
H -3.28 -0.93 -2.18
H -1.77 -0.76 -1.89
O 1.82 1.70 -1.00
H 1.14 1.22 -0.51
H 2.05 2.45 -0.43
O -2.28 2.00 1.41
H -1.61 2.01 0.72
H -3.12 2.18 0.96
O 1.58 1.94 2.68
H 0.82 1.51 2.27
H 1.97 1.30 3.28
O 2.92 -0.71 1.07
H 1.99 -0.47 0.96
H 3.34 0.11 1.34

---

5.
7
Properties=species:S:1:pos:R:3 method="wB97M-V/def2-TZVPD" e_lumo_ev=0.5 mol_weight_g_mol=87.04 relative_energy_ev=0.059 homo_energy_ev=-10.31
O 1.94 -0.74 -0.22
C 1.00 -1.40 -0.38
N -0.23 1.29 1.02
N -1.18 0.88 0.33
N -2.12 0.47 -0.16
O 0.05 -2.06 -0.56
H 0.53 1.58 0.41

---

6.
21
Properties=species:S:1:pos:R:3 method="wB97M-V/def2-TZVPD" e_lumo_ev=0.6 mol_weight_g_mol=106.17 relative_energy_ev=2.011 homo_energy_ev=-8.56
C 0.24 1.30 0.03
C 0.90 -0.10 0.15
C 0.96 -0.61 1.57
N 0.37 -1.13 -0.74
C 0.66 -1.07 -2.20
N 0.23 0.12 -2.98
H 0.80 1.88 0.78
H -0.83 1.11 0.31
H 0.38 1.82 -0.90
H 2.01 0.02 -0.23
H 1.76 -0.16 2.19
H 1.35 -1.65 1.66
H 0.06 -0.49 2.17
H -0.57 -1.32 -0.61
H 0.41 -2.05 -2.60
H 1.75 -0.89 -2.13
H -0.78 0.25 -3.18
H 0.60 0.84 -2.46
H -2.77 0.69 3.42
H -4.03 0.33 2.68
O -3.52 1.11 3.06

---

7.
93
Properties=species:S:1:pos:R:3 method="wB97M-V/def2-TZVPD" e_lumo_ev=0.0 mol_weight_g_mol=486.68 relative_energy_ev=9.020 homo_energy_ev=-9.09
C -3.49 0.37 1.19
C -4.63 0.22 2.21
O -4.47 1.14 3.23
H -3.69 -0.32 0.48
H -2.58 0.18 1.73
H -3.32 1.38 0.76
H -4.75 -0.83 2.59
H -5.46 0.57 1.58
H -3.90 0.91 3.93
C -2.01 -2.74 2.78
C -1.06 -3.60 1.95
O -1.02 -3.24 0.61
H -1.69 -1.69 2.81
H -1.83 -3.11 3.80
H -3.04 -2.70 2.47
H -1.51 -4.50 2.02
H -0.07 -3.75 2.41
H -0.66 -3.99 0.06
C 1.83 0.79 -4.44
C 2.67 0.94 -3.11
O 2.08 0.26 -2.02
H 1.10 1.60 -4.38
H 1.34 -0.18 -4.61
H 2.43 0.96 -5.36
H 3.03 1.94 -2.80
H 3.56 0.27 -3.18
H 1.51 0.88 -1.60
C 2.69 -2.64 1.02
C 3.06 -2.61 -0.44
O 4.34 -2.24 -0.60
H 1.64 -2.51 1.02
H 3.10 -1.70 1.39
H 3.04 -3.54 1.58
H 2.47 -1.98 -1.13
H 2.91 -3.53 -0.96
H 4.34 -1.33 -0.93
C 0.39 -3.55 -2.73
C 0.09 -2.64 -3.95
O -0.46 -1.47 -3.35
H 1.08 -3.13 -2.05
H 0.68 -4.54 -3.04
H -0.52 -3.65 -2.15
H -0.65 -3.11 -4.55
H 0.92 -2.52 -4.63
H 0.28 -0.96 -2.98
C -2.08 4.14 0.21
O -0.82 3.95 -0.37
H -2.86 4.27 -0.58
H -2.02 5.00 0.97
H -2.45 3.27 0.74
H -0.54 3.04 -0.21
C 2.14 4.49 -0.26
O 2.94 3.60 -0.96
H 2.80 5.22 0.14
H 1.73 3.92 0.57
H 1.36 4.96 -0.86
H 3.16 3.92 -1.80
C -0.02 -0.08 0.08
O 0.02 1.32 -0.03
H -0.62 -0.48 0.91
H 1.03 -0.44 0.16
H -0.45 -0.62 -0.82
H 0.07 1.65 0.88
C 0.85 -0.74 4.06
O 2.26 -0.95 4.19
H 0.56 -0.57 2.97
H 0.57 0.10 4.59
H 0.14 -1.53 4.35
H 2.62 -0.35 4.82
C 3.53 0.77 1.38
O 4.36 0.24 2.37
H 3.50 1.83 1.54
H 2.54 0.51 1.52
H 3.61 0.48 0.33
H 4.06 0.76 3.20
C -0.97 2.36 3.23
O 0.23 2.30 2.51
H -1.47 3.31 3.20
H -0.93 2.11 4.26
H -1.70 1.63 2.96
H 0.85 2.97 2.85
C -3.51 -2.47 -1.77
O -3.12 -1.53 -2.74
H -2.69 -3.12 -1.59
H -4.36 -3.07 -2.11
H -3.82 -1.96 -0.92
H -2.14 -1.48 -2.88
C -1.41 2.40 -3.20
O -1.59 1.21 -2.50
H -1.52 2.19 -4.26
H -0.38 2.74 -3.10
H -1.98 3.27 -2.96
H -1.26 1.36 -1.63

---

8.
10
Properties=species:S:1:pos:R:3 method="wB97M-V/def2-TZVPD" e_lumo_ev="-2.9 / -3.0" mol_weight_g_mol=97.07 relative_energy_ev=6.832 homo_energy_ev="-10.32 / -10.20"
C 2.37 -2.26 -0.51
C 0.70 0.49 -0.18
C -0.14 1.69 0.02
C 0.13 -0.68 -0.20
N 3.21 -3.02 -0.41
O 0.13 2.87 -0.04
O -1.00 -1.26 -0.11
H 1.76 0.68 -0.39
H -1.07 1.26 0.45
H -1.11 -2.30 -0.28